Here is an isolated ion of composition C9H8NO3 and charge -1 in a non-equilibrium geometry from OMol25. Energies are from ωB97M-V/def2-TZVPD.

Output
Kohn-Sham gap, eV: 8.175
Largest force on an atom, eV/Å: 3.92
SMILES: [H]/N=C/[C@](O)(C(=O)[O-])c1ccccc1
Electronic energy, Ha: -628.24812
ΔE to the lowest compared entry with this formula, charge and spin, kcal/mol: 1.2
LUMO, eV: 3.637

Structure (ORCA input):
```
! wB97M-V def2-TZVPD RIJCOSX def2/J DEFGRID3
* xyz -1 1
C 2.8463 0.5401 -0.6296
C 1.9786 -0.1780 -1.4277
C 2.4244 1.1274 0.5127
C 0.6904 -0.2605 -1.0497
C 1.0944 1.0804 0.8882
C 0.3034 0.2432 0.1382
C -1.6869 -1.5390 0.7890
C -2.1376 0.4929 -0.8448
C -1.1683 0.0816 0.4555
N -0.9738 -2.5594 0.5768
O -3.0611 1.2998 -0.5198
O -1.8874 -0.0245 -1.9084
O -1.7029 0.8556 1.4715
H 3.8910 0.6826 -0.9253
H 2.2914 -0.6191 -2.4067
H 3.0910 1.7548 1.1412
H -0.1396 -0.8707 -1.5408
H 0.7032 1.6720 1.8249
H -2.5771 -1.4673 1.4634
H -1.4815 -3.4986 1.0168
H -2.4977 1.1866 0.9746
*
```